No. 1
A cluster of 14 separate species, C47H90NO19 in total in a non-equilibrium geometry. Source: the Open Molecules 2025 dataset; level of theory: wB97M-V/def2-TZVPD.

Output
**Charge**: -1
**Electronic energy**: -3329.0861 a.u.
**HOMO level**: -4.88 eV
**Spin multiplicity**: 1

Each line ends with the Mulliken charge.
Cartesian coordinates (Å):
C 4.396836 1.295503 -0.184109  -0.159
C 3.765557 0.514072 -0.823362  -0.533
C 2.813244 -0.388204 -1.388146  0.130
C 3.205723 -1.661018 -1.756553  -0.666
C 2.309567 -2.581615 -2.271658  -1.017
C 0.977240 -2.227842 -2.428758  -0.740
C 0.575173 -0.959873 -2.053769  0.708
C 1.469241 -0.020800 -1.547102  0.367
C 0.928411 1.325511 -1.192799  -0.079
O 1.559679 2.342362 -1.346204  -0.574
C -0.437454 1.305583 -0.632917  0.373
C -0.814510 2.202949 0.348571  -1.857
C -2.084611 2.110644 0.875883  -0.781
C -2.993492 1.151580 0.451938  1.296
C -4.368603 1.145457 1.117288  0.338
O -4.516535 0.570167 2.206784  -0.763
O -5.222927 1.791277 0.451160  -0.728
C -2.637046 0.262429 -0.570414  -1.436
N -3.483638 -0.770236 -1.097902  1.975
C -3.430580 -2.024696 -0.371410  -0.172
C -3.143382 -3.201082 -1.263723  -0.412
O -3.551905 -2.140667 0.809002  -0.516
C -4.789322 -0.347960 -1.511681  0.220
C -5.938525 -1.018990 -0.844192  -1.160
O -4.925179 0.465616 -2.384239  -0.724
C -1.345317 0.359634 -1.107781  1.205
C -0.869255 -0.560494 -2.173831  -0.041
O -1.525582 -0.998017 -3.091657  -0.627
H 5.003120 1.878588 0.455476  0.525
H 4.229610 -1.985902 -1.641775  0.750
H 2.626245 -3.574553 -2.547212  0.468
H 0.241081 -2.912436 -2.818347  0.756
H -0.095065 2.931588 0.691267  0.814
H -2.394825 2.799652 1.645900  0.544
H -3.782811 -3.110494 -2.141071  -0.127
H -2.126615 -3.089687 -1.635161  -0.154
H -3.280826 -4.131899 -0.730761  0.540
H -5.816253 -0.977218 0.231959  0.272
H -5.965537 -2.081848 -1.089457  0.206
H -6.869129 -0.540769 -1.098509  0.575
C 2.565433 4.730131 3.956264  -0.820
C 2.174349 3.621158 2.996074  -0.133
O 1.120456 4.023418 2.127178  -0.471
H 1.706012 5.033634 4.555428  0.285
H 3.363567 4.405695 4.626884  0.129
H 2.909129 5.609778 3.416159  0.300
H 1.812172 2.748334 3.537690  0.330
H 3.037944 3.315461 2.393958  0.062
H 1.425384 4.785206 1.624233  0.248
C -4.204122 -1.438917 -6.508375  -1.268
C -4.648885 -1.459254 -5.057743  -0.146
O -3.746238 -2.244434 -4.279108  0.086
H -4.157912 -2.463128 -6.886831  0.244
H -4.878157 -0.856515 -7.139602  0.415
H -3.201251 -1.011692 -6.587926  0.305
H -5.635759 -1.912636 -4.963676  0.358
H -4.697398 -0.450301 -4.644073  0.196
H -2.875240 -1.827818 -4.337444  0.054
C -10.529708 -2.712225 0.614509  -1.146
C -9.078111 -3.096836 0.396291  -0.102
O -8.245348 -1.949166 0.441720  -0.265
H -10.843501 -1.991926 -0.143076  0.224
H -11.193086 -3.579497 0.570765  0.384
H -10.645113 -2.230994 1.588059  0.306
H -8.938582 -3.550905 -0.585242  0.222
H -8.739970 -3.812299 1.149484  0.215
H -8.341200 -1.538408 1.308205  0.164
C 9.198942 2.449040 -0.202479  -1.213
C 8.401613 1.221534 0.198114  -0.254
O 7.377418 0.927038 -0.748378  -0.299
H 8.539902 3.312077 -0.301253  0.261
H 9.968862 2.677088 0.536843  0.357
H 9.682907 2.294420 -1.169231  0.406
H 7.905379 1.384832 1.154836  0.370
H 9.066952 0.354913 0.299516  0.194
H 7.801179 0.768688 -1.601235  0.200
C -1.499595 -4.742698 -6.845627  -1.027
C -2.187222 -5.715817 -5.905068  0.020
O -1.830518 -5.483717 -4.546686  -0.543
H -0.414779 -4.817110 -6.759307  0.302
H -1.782056 -4.934622 -7.882646  0.349
H -1.779876 -3.718446 -6.589939  0.163
H -1.898965 -6.740768 -6.137602  0.371
H -3.275698 -5.635250 -6.004361  0.085
H -2.107639 -4.586257 -4.324316  0.257
C 8.024839 -3.127088 1.783484  -0.986
C 8.134447 -3.255177 0.274952  -0.329
O 7.150821 -2.469810 -0.386914  -0.368
H 7.033307 -3.431843 2.118768  0.264
H 8.771311 -3.745056 2.285636  0.369
H 8.169578 -2.089240 2.093435  0.273
H 7.971562 -4.286499 -0.033862  0.305
H 9.131251 -2.950003 -0.063132  0.275
H 7.278159 -1.546068 -0.143405  0.163
C 5.687639 -0.089846 -4.460893  -0.644
C 6.740663 -1.179882 -4.580643  -0.285
O 7.575411 -1.227521 -3.424997  -0.491
H 6.165089 0.882625 -4.335220  0.242
H 5.060625 -0.062591 -5.353974  0.376
H 5.044637 -0.250071 -3.593125  -0.001
H 7.380901 -0.982122 -5.439849  0.312
H 6.277941 -2.162901 -4.718805  0.268
H 7.005569 -1.447152 -2.677254  0.257
C 4.835491 9.444848 3.935981  -1.073
C 3.835858 8.692462 4.795322  -0.239
O 4.070253 7.287342 4.765053  -0.349
H 4.787973 9.094092 2.904566  0.274
H 4.637794 10.517894 3.951051  0.353
H 5.854294 9.275995 4.293025  0.311
H 2.822603 8.846778 4.427297  0.320
H 3.882115 9.046097 5.831171  0.224
H 4.960483 7.133143 5.100874  0.182
C 4.396862 5.626842 8.769479  -1.035
C 5.353086 5.030225 7.755979  0.033
O 6.426267 5.930823 7.463066  -0.454
H 3.993722 6.569825 8.399513  0.226
H 3.568618 4.947632 8.973173  0.346
H 4.912390 5.836556 9.710226  0.367
H 4.841000 4.840656 6.814183  -0.043
H 5.760983 4.082578 8.121148  0.310
H 6.895600 6.103450 8.285303  0.253
C -5.642544 -5.583752 0.949776  0.061
C -6.755402 -6.521214 1.376033  -0.513
O -7.959169 -6.217636 0.681466  -0.476
H -5.917654 -4.546170 1.143438  0.160
H -4.714663 -5.803474 1.481354  0.425
H -5.462235 -5.674253 -0.122430  -0.504
H -6.958461 -6.414611 2.441275  0.333
H -6.484332 -7.565681 1.180892  0.305
H -7.780835 -6.323020 -0.260474  0.259
C -5.552276 -5.888827 -4.187700  -0.577
C -5.334033 -6.676647 -2.910342  0.258
O -6.577650 -7.178423 -2.401054  -0.483
H -6.229674 -5.053970 -4.006662  0.227
H -4.608593 -5.497433 -4.571220  -0.250
H -6.006371 -6.519402 -4.957303  0.547
H -4.902027 -6.041518 -2.140928  -0.251
H -4.654075 -7.516548 -3.084518  0.227
H -6.955439 -7.748614 -3.076393  0.265
C -10.173900 1.815315 -0.396503  -0.898
C -10.580265 1.671258 1.059708  -0.313
O -9.681397 0.828919 1.765036  -0.467
H -10.137182 0.836680 -0.876264  0.165
H -10.877452 2.450000 -0.940656  0.352
H -9.176914 2.252876 -0.476380  0.304
H -11.567265 1.214427 1.138776  0.269
H -10.617732 2.653931 1.545074  0.287
H -8.800632 1.221158 1.709238  0.294
C 8.533353 5.428417 3.861680  -0.748
C 9.670407 5.623855 4.848698  -0.252
O 9.319794 6.544483 5.876369  -0.492
H 8.254466 6.381629 3.411299  0.240
H 8.815510 4.734754 3.067431  0.191
H 7.648960 5.034204 4.367580  0.252
H 10.546139 6.033781 4.347267  0.299
H 9.953853 4.666222 5.299846  0.250
H 8.553036 6.185142 6.334316  0.282

Force components x, y, z for each atom (eV/Å):
C 0.66 0.15 0.48
C -0.76 -0.26 -0.01
C -0.16 0.50 -0.32
C 0.27 -0.86 -0.22
C -0.52 0.14 -0.07
C 0.23 0.04 0.01
C -0.25 0.44 0.18
C 0.27 -0.46 -0.14
C -0.21 0.03 0.17
O 0.38 0.27 0.02
C 0.00 -0.25 -0.17
C 0.09 0.11 -0.20
C 0.11 0.13 0.03
C -0.44 -0.55 0.07
C -1.21 0.43 -0.08
O 0.48 0.02 -0.21
O 0.45 -0.33 0.15
C 0.76 0.38 -0.38
N -0.52 0.38 0.99
C 0.24 -0.49 -0.20
C -0.37 0.48 -0.26
O 0.15 0.29 0.46
C -0.21 -0.20 -0.45
C 0.20 -0.24 0.29
O 0.35 0.36 -0.15
C -0.47 -0.40 -0.01
C 0.33 -0.03 0.01
O -0.09 -0.06 -0.18
H 0.15 0.29 -0.07
H 0.18 0.22 0.17
H 0.17 -0.10 0.01
H -0.04 -0.14 -0.10
H -0.08 0.02 0.08
H -0.04 0.03 0.16
H -0.01 -0.21 -0.13
H 0.15 -0.12 -0.01
H 0.03 -0.16 0.09
H 0.04 0.10 0.20
H -0.10 -0.10 -0.16
H -0.12 0.05 -0.27
C -0.20 -0.14 -0.09
C 0.07 0.19 -0.11
O 0.04 0.05 0.21
H 0.01 -0.04 0.04
H 0.03 0.04 -0.02
H 0.12 0.01 0.00
H -0.06 -0.03 -0.07
H 0.03 -0.09 0.08
H -0.01 -0.02 -0.04
C -0.01 -0.14 -0.03
C 0.33 0.10 -0.04
O -0.14 -0.33 -0.37
H -0.03 0.03 -0.08
H 0.00 0.01 0.03
H -0.03 0.07 -0.02
H 0.02 -0.06 0.08
H -0.08 0.02 0.02
H -0.14 0.16 0.43
C -0.09 -0.02 -0.05
C -0.04 0.23 0.39
O -0.03 -0.09 -0.13
H 0.00 -0.01 -0.01
H 0.04 -0.01 0.02
H -0.04 -0.03 0.02
H 0.07 0.01 0.00
H -0.14 -0.18 -0.11
H -0.03 0.11 -0.06
C -0.05 0.04 0.00
C 0.08 0.00 -0.32
O 0.19 -0.14 0.20
H -0.01 0.00 0.04
H 0.01 -0.01 -0.01
H 0.05 -0.03 0.03
H -0.06 -0.05 -0.01
H 0.04 0.04 0.12
H -0.11 -0.06 -0.09
C 0.02 0.04 0.06
C -0.01 0.28 0.09
O 0.04 -0.07 -0.06
H -0.01 -0.07 0.01
H -0.02 0.03 0.00
H -0.05 0.01 -0.08
H 0.00 -0.04 0.10
H 0.09 -0.08 -0.22
H -0.08 0.02 0.04
C -0.06 -0.01 0.00
C 0.03 0.31 0.09
O -0.11 -0.08 -0.17
H 0.01 -0.04 -0.01
H 0.01 0.02 0.00
H 0.07 -0.01 0.00
H -0.03 0.01 -0.07
H 0.04 -0.12 0.01
H -0.09 0.15 0.01
C 0.06 -0.07 -0.03
C -0.24 0.11 0.26
O 0.04 0.17 -0.03
H 0.01 0.01 -0.05
H -0.03 0.03 0.03
H -0.03 -0.05 -0.03
H 0.14 -0.07 0.07
H -0.06 0.05 -0.14
H 0.16 -0.14 0.11
C 0.00 -0.05 -0.05
C 0.28 -0.06 0.06
O 0.01 0.13 0.04
H -0.05 0.02 -0.01
H 0.02 0.00 0.01
H -0.01 0.05 0.05
H -0.03 -0.08 0.02
H -0.08 0.09 -0.02
H 0.00 -0.02 0.03
C 0.02 0.09 -0.03
C 0.02 0.05 0.20
O 0.12 -0.03 -0.20
H -0.04 -0.04 -0.05
H 0.01 0.00 0.01
H -0.02 -0.08 0.03
H 0.06 0.04 -0.05
H -0.05 -0.04 -0.05
H -0.04 0.06 0.03
C 0.04 0.06 0.11
C 0.08 0.05 -0.41
O -0.18 -0.12 0.12
H 0.02 0.00 0.07
H 0.02 0.03 -0.04
H 0.04 -0.08 0.01
H -0.12 0.01 -0.01
H 0.10 0.01 0.12
H 0.05 -0.02 -0.04
C 0.00 0.07 0.03
C -0.25 -0.15 -0.34
O 0.15 0.15 0.26
H 0.04 0.04 0.04
H -0.11 0.00 0.11
H 0.07 -0.04 -0.03
H -0.05 -0.03 0.07
H 0.10 0.09 0.03
H -0.05 0.00 0.01
C -0.02 -0.02 -0.03
C 0.31 0.07 -0.14
O -0.02 -0.06 0.15
H -0.03 -0.01 0.01
H 0.02 0.01 0.01
H -0.01 0.04 0.01
H 0.01 -0.04 0.07
H -0.11 0.01 -0.04
H 0.03 -0.08 -0.02
C -0.01 0.05 0.01
C -0.25 -0.04 0.13
O 0.16 0.01 -0.06
H 0.04 0.00 -0.03
H -0.02 -0.01 0.01
H 0.02 -0.06 0.00
H 0.03 0.04 0.05
H 0.07 -0.03 -0.10
H -0.20 0.03 0.02

***

No. 2
A cluster of 3 separate species, C5H12O2 in total in a non-equilibrium geometry. Source: the Open Molecules 2025 dataset; level of theory: wB97M-V/def2-TZVPD.

Output
**Charge**: +1
**Electronic energy**: -347.8060 a.u.
**HOMO level (spin up / spin down)**: -13.83 / -13.83 eV
**Spin multiplicity**: 2

Each line ends with the Löwdin spin population.
Cartesian coordinates (Å):
C 0.237396 -2.412314 -2.709317  0.340
C -1.119510 -2.402479 -2.530619  0.090
C -1.785074 -1.617338 -1.569601  0.171
C -1.389951 -0.322752 -1.299225  0.259
C -2.080551 0.567283 -0.398435  0.060
H 0.722789 -3.131394 -3.344221  0.018
H 0.903568 -1.617546 -2.378098  0.012
H -1.687733 -3.154320 -3.070540  0.000
H -2.620149 -2.043352 -1.049438  0.003
H -0.546715 0.133437 -1.802512  0.006
H -1.412804 1.338174 -0.038290  0.005
H -2.706793 0.097832 0.362516  0.006
H -2.846147 1.028671 -1.049835  0.030
H 0.832292 2.224550 4.104536  0.000
H 1.364293 0.973578 3.833683  0.000
O 0.838394 1.359210 4.555045  0.000
H 3.051504 3.070680 1.393302  0.000
H 3.945033 2.398424 2.450572  0.000
O 3.882699 3.164040 1.866419  0.000

Force components x, y, z for each atom (eV/Å):
C 0.24 1.17 -0.70
C 0.01 -0.79 -0.15
C 0.78 0.22 -0.40
C 0.30 -0.17 0.50
C -0.87 0.12 -0.07
H -0.09 -0.40 -0.09
H -0.23 -0.21 0.49
H -0.04 -0.19 0.37
H -0.60 0.00 -0.02
H 0.10 -0.31 -0.33
H -0.16 0.24 0.23
H 0.38 -0.14 0.14
H 0.14 0.45 0.01
H -0.60 0.30 1.07
H -0.01 -1.00 0.69
O 0.62 0.71 -1.76
H 0.02 -0.01 0.01
H 0.02 0.14 -0.09
O -0.02 -0.13 0.09

***

No. 3
A structure of composition C3H2GdO2 in a non-equilibrium geometry. Source: the Open Molecules 2025 dataset; level of theory: wB97M-V/def2-TZVPD.

Output
**Charge**: +2
**Electronic energy**: -1030.8093 a.u.
**HOMO level (spin up / spin down)**: -15.54 / -15.54 eV
**Spin multiplicity**: 9

Each line ends with the Löwdin spin population.
Cartesian coordinates (Å):
O 0.852430 0.910064 -0.212316  0.001
C 0.854852 -0.621507 2.036387  0.000
C 0.774423 -1.460546 1.155089  0.000
H 0.791767 0.037567 2.886095  0.000
H 0.616329 -2.261794 0.452453  0.000
C 0.055703 1.329023 -1.194245  0.007
O -0.862940 1.309542 -1.906144  0.107
Gd -3.082563 0.757652 -3.217318  7.885

Force components x, y, z for each atom (eV/Å):
O -5.99 4.32 -8.38
C -0.54 -1.49 -1.07
C -0.17 1.02 1.38
H 0.32 -0.13 -0.39
H 0.35 0.36 0.26
C 7.13 -4.77 9.61
O -1.97 0.42 -1.91
Gd 0.87 0.26 0.50

***

No. 4
The molecule C7H7BrO in a non-equilibrium geometry. Source: the Open Molecules 2025 dataset; level of theory: wB97M-V/def2-TZVPD.

Output
**Electronic energy**: -2919.9398 a.u.
**HOMO level (spin up / spin down)**: -7.55 / -7.84 eV
**Spin multiplicity**: 1

Each line ends with the Mulliken charge.
Cartesian coordinates (Å):
C -1.681918 1.238937 -1.210488  -0.423
C -1.505873 0.018122 -1.858599  0.010
C -1.087828 1.489406 -0.081450  0.066
C -0.004556 -0.901912 -0.405554  0.081
C -0.535794 1.814625 1.025773  -0.595
C 1.078217 -0.902217 0.235351  0.323
C 1.542178 -1.806960 1.279798  -1.330
O -0.591554 -0.797941 -1.512688  -0.247
Br 2.747935 0.161173 -0.589915  -0.312
H -2.297494 1.898432 -1.768754  0.381
H -2.051779 -0.171444 -2.777926  0.386
H 0.440595 2.192729 1.069332  0.289
H -1.076378 1.800094 1.954929  0.247
H 2.521661 -2.062424 1.102098  0.435
H 1.574360 -1.279143 2.165487  0.336
H 0.928221 -2.691472 1.372606  0.354

Force components x, y, z for each atom (eV/Å):
C -0.37 -1.07 -0.84
C -1.66 1.65 -1.50
C 0.02 1.03 0.84
C 0.16 -0.61 1.29
C -0.84 0.38 0.65
C 1.42 -0.09 -1.39
C -1.33 -0.03 -0.13
O 0.24 -1.62 -1.48
Br -0.82 -0.25 0.35
H -0.44 0.97 0.03
H 0.47 -0.47 0.15
H 1.41 0.47 -0.06
H -0.19 -0.33 0.33
H 2.24 -0.87 -0.61
H -0.08 0.93 2.37
H -0.22 -0.09 -0.01

***

- Which value of spin multiplicity does entry 3 give?
  9